Formula: C3H9N3S
Source: the OMol25 dataset
Level of theory: the ωB97M-V functional and the def2-TZVPD basis

Each line ends with the Mulliken charge.
Geometry (Å):
1 C -1.607 -0.063 0.339  0.35
2 C -1.415 -1.477 0.852  -1.07
3 C 1.382 0.063 -1.314  -0.89
4 N 1.710 1.035 0.773  -0.67
5 N -0.453 0.690 -0.040  -0.30
6 N 0.789 0.274 0.002  0.23
7 S -3.097 0.477 0.077  -0.36
8 H -1.402 -2.275 0.085  0.28
9 H -2.358 -1.824 1.344  0.33
10 H -0.564 -1.630 1.432  0.36
11 H 1.913 0.961 -1.737  0.31
12 H 2.118 -0.728 -1.389  0.29
13 H 0.539 -0.115 -2.064  0.33
14 H 1.904 1.968 0.548  0.23
15 H 1.312 1.127 1.785  0.27
16 H -0.772 1.517 -0.694  0.31

- charge = 0
- ΔE to the lowest compared entry with this formula, charge and spin (kcal/mol) = 68.18
- HOMO (eV) = -8.52


Formula: C22H31AuN3O9PS2Te
Source: the OMol25 dataset
Level of theory: the ωB97M-V functional and the def2-TZVPD basis

Each line ends with the Mulliken spin population.
Geometry (Å):
1 Au 0.408 -0.579 0.404  0.45
2 C 6.831 -0.388 1.668  0.00
3 O 6.242 -1.146 2.713  0.00
4 C 4.897 -1.125 2.832  -0.01
5 C 4.369 -1.939 3.851  0.01
6 C 3.016 -1.981 4.035  0.00
7 C 2.124 -1.250 3.224  -0.01
8 C 0.694 -1.319 3.452  0.01
9 C 0.179 -1.799 4.786  0.01
10 O -0.157 -0.979 2.617  0.08
11 C 2.667 -0.418 2.211  -0.01
12 O 1.931 0.373 1.463  0.13
13 C 4.060 -0.372 2.032  0.02
14 H 7.898 -0.587 1.718  0.00
15 H 6.651 0.680 1.808  0.00
16 H 6.445 -0.698 0.694  0.00
17 H 5.046 -2.518 4.461  0.00
18 H 2.624 -2.616 4.818  0.00
19 H 0.564 -1.165 5.585  0.00
20 H 0.505 -2.818 4.988  0.00
21 H -0.907 -1.769 4.776  0.00
22 H 4.426 0.274 1.250  0.00
23 C -4.512 -4.579 -0.583  0.00
24 C -4.670 -3.136 -0.163  0.00
25 O -3.375 -2.607 0.151  0.00
26 P -2.775 -1.192 -0.263  0.01
27 O -1.297 -1.448 -0.520  0.04
28 Te -4.022 -0.087 -1.925  0.00
29 O -2.782 -0.359 1.122  0.00
30 C -4.045 -0.094 1.756  0.00
31 C -4.318 1.391 1.788  0.00
32 H -5.495 -5.030 -0.726  0.00
33 H -3.977 -5.144 0.179  0.00
34 H -3.958 -4.647 -1.518  0.00
35 H -5.288 -3.050 0.734  0.00
36 H -5.123 -2.534 -0.956  0.00
37 H -3.975 -0.513 2.761  0.00
38 H -4.842 -0.617 1.221  0.00
39 H -3.519 1.927 2.301  0.00
40 H -5.243 1.582 2.330  0.00
41 H -4.424 1.781 0.775  0.00
42 N -0.750 1.869 1.014  0.28
43 C -0.381 2.625 -0.035  0.19
44 C -1.188 2.666 -1.206  0.13
45 C -0.713 3.304 -2.317  0.00
46 C 0.552 3.923 -2.293  0.21
47 C 1.326 3.937 -1.115  0.02
48 C 0.883 3.284 -0.006  0.13
49 S 1.284 4.548 -3.805  -0.02
50 O 1.957 5.759 -3.406  0.02
51 O 0.177 4.681 -4.724  0.01
52 O 2.191 3.439 -4.110  0.06
53 H -1.686 1.487 1.075  -0.03
54 H -0.229 1.944 1.875  -0.02
55 H -2.139 2.143 -1.221  0.01
56 H -1.281 3.339 -3.236  0.00
57 H 2.286 4.431 -1.136  0.00
58 H 1.490 3.202 0.886  0.01
59 S 1.736 0.063 -1.576  0.25
60 C 0.875 -0.194 -3.040  0.00
61 N 1.068 0.565 -4.106  0.01
62 C 0.175 0.194 -5.200  0.00
63 C -0.404 -1.146 -4.706  0.00
64 N 0.030 -1.182 -3.311  0.00
65 H 1.637 1.432 -4.102  0.00
66 H 0.725 0.095 -6.134  0.00
67 H -0.596 0.958 -5.325  0.00
68 H 0.017 -1.996 -5.247  0.00
69 H -1.488 -1.178 -4.771  0.00
70 H -0.429 -1.699 -2.570  0.00

- multiplicity = 3
- ⟨S²⟩ = 2.03
- charge = 0
- ΔE to the lowest compared entry with this formula, charge and spin (kcal/mol) = 0.00
- HOMO (spin up / spin down) (eV) = -7.91 / -7.92


Formula: C31H56GaN6OSSbSi3
Source: the OMol25 dataset
Level of theory: the ωB97M-V functional and the def2-TZVPD basis

Each line ends with the Mulliken charge.
Geometry (Å):
1 Ga 0.018 0.868 0.431  -0.74
2 C 0.682 4.321 1.351  -0.96
3 Sb 1.270 2.481 2.369  -0.15
4 C -0.711 -0.395 1.827  1.06
5 C 0.111 -1.232 2.697  1.15
6 C 0.867 -2.331 2.259  -0.31
7 C 1.439 -3.183 3.181  -0.69
8 C 1.269 -2.936 4.537  -0.57
9 C 0.542 -1.812 4.890  -0.69
10 N -0.014 -0.979 4.019  -0.33
11 Si -2.488 -0.755 2.274  0.48
12 C -3.173 0.350 3.655  -1.19
13 C -2.698 -2.530 2.908  -1.15
14 C -3.642 -0.673 0.748  -0.86
15 C 3.294 2.158 1.387  1.92
16 C 3.266 1.006 0.443  -2.35
17 C 4.449 0.632 -0.226  -0.16
18 C 4.527 -0.543 -0.937  -1.37
19 C 3.398 -1.351 -1.027  -1.45
20 C 2.239 -0.887 -0.454  -0.02
21 N 2.163 0.249 0.264  1.07
22 Si 4.428 1.581 2.836  0.44
23 C 6.205 1.115 2.350  -1.18
24 C 4.575 2.943 4.135  -0.94
25 C 3.702 0.023 3.577  -1.02
26 Si 3.952 3.766 0.620  0.50
27 C 5.817 3.905 0.267  -1.40
28 C 3.713 5.231 1.806  -1.28
29 C 3.085 3.981 -1.054  -0.78
30 H 0.093 4.926 2.041  0.41
31 H 0.052 4.043 0.504  0.18
32 H 1.521 4.913 1.003  0.29
33 H 0.936 -2.542 1.202  0.15
34 H 2.005 -4.046 2.851  0.41
35 H 1.681 -3.594 5.289  0.43
36 H 0.389 -1.562 5.936  0.49
37 H -2.746 0.019 4.603  0.31
38 H -4.260 0.271 3.718  0.41
39 H -2.910 1.401 3.526  0.27
40 H -2.113 -2.691 3.816  0.29
41 H -2.367 -3.263 2.168  0.25
42 H -3.746 -2.732 3.142  0.41
43 H -4.529 -0.069 0.952  0.36
44 H -3.981 -1.681 0.494  0.36
45 H -3.142 -0.248 -0.127  0.05
46 H 5.311 1.276 -0.137  0.53
47 H 5.449 -0.829 -1.428  0.37
48 H 3.412 -2.297 -1.551  0.47
49 H 1.312 -1.434 -0.563  0.26
50 H 6.705 1.873 1.746  0.33
51 H 6.240 0.170 1.807  0.33
52 H 6.787 0.990 3.267  0.44
53 H 5.241 3.742 3.804  0.27
54 H 4.990 2.523 5.054  0.43
55 H 3.604 3.379 4.372  0.22
56 H 3.535 -0.734 2.808  0.21
57 H 2.743 0.227 4.051  0.17
58 H 4.366 -0.409 4.329  0.54
59 H 6.393 3.846 1.192  0.31
60 H 6.003 4.890 -0.169  0.44
61 H 6.213 3.163 -0.430  0.38
62 H 4.670 5.513 2.249  0.46
63 H 3.025 5.003 2.621  0.34
64 H 3.329 6.108 1.280  0.47
65 H 3.674 3.520 -1.850  0.32
66 H 2.962 5.036 -1.308  0.55
67 H 2.095 3.518 -1.053  -0.06
68 N -1.053 -3.501 -3.187  -0.41
69 C -1.662 -3.039 -2.072  0.08
70 N -2.938 -2.588 -2.219  -0.21
71 S -0.897 -2.996 -0.605  -0.18
72 H -1.420 -3.290 -4.101  0.22
73 H -0.061 -3.646 -3.115  0.22
74 H -3.509 -2.928 -2.977  0.27
75 H -3.417 -2.407 -1.350  0.09
76 C -1.431 2.981 -2.533  -0.37
77 O -1.990 2.288 -1.420  -0.23
78 C -1.280 2.426 -0.237  0.55
79 C -2.261 2.547 0.900  -0.80
80 H -0.732 3.748 -2.198  0.29
81 H -2.254 3.455 -3.069  0.28
82 H -0.907 2.302 -3.210  0.02
83 H -3.037 3.274 0.645  0.56
84 H -1.745 2.880 1.803  0.11
85 H -2.755 1.601 1.131  -0.25
86 C -2.188 -0.242 -4.854  -1.32
87 C -0.963 0.011 -4.043  0.61
88 C 0.311 0.324 -4.464  -1.47
89 C 1.056 0.561 -3.290  0.25
90 N 0.287 0.387 -2.224  0.10
91 N -0.921 0.040 -2.698  1.33
92 C 2.475 1.006 -3.212  -0.91
93 H -1.962 -0.029 -5.897  0.40
94 H -3.007 0.405 -4.539  0.25
95 H -2.531 -1.275 -4.781  0.15
96 H 0.658 0.399 -5.481  0.51
97 H -1.684 -0.061 -2.049  -0.36
98 H 2.656 1.782 -3.956  0.46
99 H 3.155 0.178 -3.414  0.31
100 H 2.694 1.400 -2.222  -0.46

- charge = 0
- ΔE to the lowest compared entry with this formula, charge and spin (kcal/mol) = 79.85
- HOMO (spin up / spin down) (eV) = -6.14 / -5.98


Formula: C6H18IO6Zn
Source: the OMol25 dataset
Level of theory: the ωB97M-V functional and the def2-TZVPD basis

Each line ends with the Mulliken charge.
Geometry (Å):
1 Zn -1.138 4.311 0.364  0.64
2 I -0.809 1.794 0.951  0.44
3 C -3.238 1.344 -3.271  -0.35
4 C -1.872 0.725 -3.431  -0.44
5 O -1.614 -0.114 -2.303  -0.37
6 O -3.166 2.426 -2.287  -0.50
7 H -3.903 0.578 -2.875  0.32
8 H -3.629 1.821 -4.170  0.29
9 H -1.132 1.523 -3.523  0.28
10 H -1.847 0.087 -4.313  0.32
11 H -1.180 0.466 -1.678  0.17
12 H -3.926 2.321 -1.708  0.31
13 C -0.259 -2.706 0.760  -0.02
14 C -0.936 -2.387 2.076  -0.30
15 O -2.104 -1.570 1.922  -0.44
16 O -0.757 -3.884 0.162  -0.54
17 H 0.804 -2.898 0.947  0.20
18 H -0.249 -1.850 0.069  0.16
19 H -0.204 -1.899 2.735  0.20
20 H -1.238 -3.309 2.567  0.31
21 H -1.765 -0.729 1.603  0.09
22 H -1.308 -3.669 -0.595  0.30
23 C 3.326 0.047 1.922  -0.45
24 C 3.923 1.442 1.895  -0.20
25 O 5.072 1.494 1.059  -0.52
26 O 2.446 -0.127 0.799  -0.36
27 H 2.694 -0.097 2.804  0.27
28 H 4.157 -0.652 1.898  0.34
29 H 4.193 1.866 2.865  0.35
30 H 3.197 2.200 1.546  0.16
31 H 4.824 1.095 0.217  0.30
32 H 1.637 0.352 0.990  0.08

- charge = +1
- ΔE to the lowest compared entry with this formula, charge and spin (kcal/mol) = 136.52
- HOMO (eV) = -12.14